*a*
Molecular formula: C2H8N2O
Method: DFT, wB97M-V/def2-TZVPD

Element x y z (Å)
C  -0.031  -1.408  0.100
C  -0.707  -0.038  0.645
N  0.243  1.020  0.744
N  0.933  1.015  -0.810
O  0.137  1.747  -1.687
H  -0.678  -2.173  0.537
H  -0.023  -1.475  -0.989
H  0.979  -1.569  0.480
H  -1.449  0.218  -0.127
H  -1.156  -0.262  1.619
H  0.866  0.872  1.541
H  1.681  0.346  -0.626
H  -0.796  1.708  -1.427

SMILES: CCNNO
Kohn-Sham gap: 9.24 eV
HOMO energy: -8.24 eV
2S+1: 1

Results of the Mulliken charge analysis, in e, for atoms 1 through 5: atom 1 (C): -0.9847, atom 2 (C): -0.3001, atom 3 (N): -0.5185, atom 4 (N): -0.2160, atom 5 (O): -0.3669



*b*
Molecular formula: C2H8N2O
Method: DFT, wB97M-V/def2-TZVPD

Element x y z (Å)
C  -1.960  0.110  -0.248
O  -0.667  0.495  0.442
C  0.489  -0.056  -0.186
N  0.742  -1.353  0.386
N  1.592  0.857  -0.049
H  -1.869  -0.876  -0.714
H  -2.193  0.883  -0.988
H  -2.100  0.390  0.905
H  0.335  -0.209  -1.266
H  1.552  -1.767  -0.060
H  0.925  -1.263  1.380
H  1.749  1.065  0.933
H  1.403  1.725  -0.535

SMILES: COC(N)N
Kohn-Sham gap: 10.30 eV
HOMO energy: -9.23 eV
2S+1: 1

Results of the Mulliken charge analysis, in e, for atoms 1 through 5: atom 1 (C): -0.6840, atom 2 (O): -0.3764, atom 3 (C): 0.0470, atom 4 (N): -0.5790, atom 5 (N): -0.6739



The structure with the most favorable energy is *b*; the runner-up is 80.3 kcal/mol above it.



*a*
Molecular formula: C2H8N2O
Method: DFT, wB97M-V/def2-TZVPD

Element x y z (Å)
C  -0.474  -1.069  -1.958
C  -0.340  -0.255  -0.686
N  0.898  0.257  -0.456
O  -1.255  -0.134  0.103
H  -0.149  -2.088  -1.751
H  0.111  -0.673  -2.787
H  -1.526  -1.100  -2.224
H  1.526  0.367  -1.222
H  1.061  0.720  0.435
N  0.853  0.906  2.510
H  1.470  1.295  3.210
H  0.582  -0.005  2.858
H  0.002  1.457  2.542

SMILES: CC(N)=O.N
Kohn-Sham gap: 10.46 eV
HOMO energy: -9.45 eV
2S+1: 1

Results of the Mulliken charge analysis, in e, for atoms 1 through 5: atom 1 (C): -0.9537, atom 2 (C): 0.6083, atom 3 (N): -0.3150, atom 4 (O): -0.6079, atom 5 (H): 0.2407



*b*
Molecular formula: C2H8N2O
Method: DFT, wB97M-V/def2-TZVPD

Element x y z (Å)
C  -2.594  -1.043  5.518
O  -3.364  -0.293  6.160
H  -3.002  -1.456  4.637
H  -1.568  -1.242  5.934
N  2.343  0.465  -2.823
C  1.033  0.957  -2.593
N  0.338  -0.300  -2.117
H  2.518  -0.197  -2.085
H  3.161  1.211  -3.009
H  0.335  1.295  -3.416
H  1.140  1.749  -1.846
H  0.110  -0.860  -2.937
H  -0.450  -0.286  -1.424

SMILES: C=O.NCN
Kohn-Sham gap: 9.41 eV
HOMO energy: -8.81 eV
2S+1: 1

Results of the Mulliken charge analysis, in e, for atoms 1 through 5: atom 1 (C): -0.0683, atom 2 (O): -0.4091, atom 3 (H): 0.2531, atom 4 (H): 0.2243, atom 5 (N): -0.6140



*c*
Molecular formula: C2H8N2O
Method: DFT, wB97M-V/def2-TZVPD

Element x y z (Å)
H  0.808  1.740  1.045
N  0.619  0.783  1.340
C  -0.516  0.789  1.907
N  -1.306  1.886  2.255
H  -0.948  -0.142  2.283
H  -1.062  2.741  1.781
H  -2.283  1.609  2.247
C  0.447  -1.564  -2.237
O  1.808  -1.145  -2.320
H  0.407  -2.648  -2.171
H  0.006  -1.062  -1.368
H  -0.244  -1.201  -3.001
H  2.264  -1.787  -1.762

SMILES: [H]/N=C\N.CO
Kohn-Sham gap: 10.68 eV
HOMO energy: -9.75 eV
2S+1: 1

Results of the Mulliken charge analysis, in e, for atoms 1 through 5: atom 1 (H): 0.1854, atom 2 (N): -0.5407, atom 3 (C): 0.0544, atom 4 (N): -0.4742, atom 5 (H): 0.3143



The structure with the most favorable energy is *a*; the runner-up is 43.7 kcal/mol above it.



*a*
Molecular formula: C5H11NS
Method: DFT, wB97M-V/def2-TZVPD

Element x y z (Å)
C  -2.109  0.051  -0.740
N  -1.298  0.051  0.388
C  -0.507  1.253  0.667
C  0.696  1.347  -0.268
S  1.813  -0.081  -0.115
C  0.516  -1.348  -0.245
C  -0.665  -1.209  0.683
H  -2.826  -0.754  -0.740
H  -1.583  -0.034  -1.707
H  -2.765  0.963  -0.767
H  -0.163  1.243  1.772
H  -1.122  2.134  0.572
H  1.271  2.264  -0.055
H  0.317  1.499  -1.292
H  0.078  -1.351  -1.235
H  1.049  -2.276  -0.110
H  -1.421  -1.942  0.413
H  -0.338  -1.359  1.689

SMILES: CN1CCSCC1
Kohn-Sham gap: 8.85 eV
HOMO energy: -7.89 eV
2S+1: 1

Results of the Mulliken charge analysis, in e, for atoms 1 through 5: atom 1 (C): -0.9931, atom 2 (N): 0.0674, atom 3 (C): -0.7673, atom 4 (C): -0.5278, atom 5 (S): -0.1357



*b*
Molecular formula: C5H11NS
Method: DFT, wB97M-V/def2-TZVPD

Element x y z (Å)
C  1.720  -1.199  0.273
C  0.249  -1.042  -0.102
C  -0.302  0.442  -0.049
C  -1.564  0.375  -0.572
S  -3.060  -0.422  0.260
C  0.465  1.604  -0.388
N  -0.112  1.393  1.032
H  2.521  -0.529  0.004
H  2.256  -2.148  -0.057
H  1.794  -1.298  1.448
H  0.532  -1.402  -1.186
H  -0.568  -1.954  0.083
H  -1.587  -0.443  -1.385
H  -2.083  1.359  -1.097
H  -2.745  0.343  1.430
H  1.615  1.318  -0.416
H  0.255  2.463  -0.901
H  0.614  1.140  1.622

SMILES: CC[C@]1(CS)CN1
Kohn-Sham gap: 9.73 eV
HOMO energy: -8.84 eV
2S+1: 1

Results of the Mulliken charge analysis, in e, for atoms 1 through 5: atom 1 (C): -1.3979, atom 2 (C): -0.4005, atom 3 (C): 1.8349, atom 4 (C): -1.1810, atom 5 (S): -0.2244



The structure with the most favorable energy is *a*; the runner-up is 83.6 kcal/mol above it.



*a*
Molecular formula: C2H9N2O
Method: DFT, wB97M-V/def2-TZVPD

Element x y z (Å)
C  -0.992  -0.054  -1.621
N  1.835  -0.201  0.530
C  1.167  -0.148  -0.620
N  -0.104  0.207  -0.485
H  -0.741  -1.061  -2.042
H  -0.868  0.671  -2.417
H  -2.034  -0.144  -1.221
H  1.360  0.024  1.406
H  2.829  -0.034  0.513
H  1.568  -0.234  -1.612
H  -0.527  0.161  0.453
H  -1.037  1.050  2.182
H  -1.532  -0.330  2.775
O  -0.923  0.092  2.160

Kohn-Sham gap: 11.14 eV
Total charge: +1
HOMO energy: -14.98 eV
2S+1: 1

Results of the Mulliken charge analysis, in e, for atoms 1 through 5: atom 1 (C): -0.8943, atom 2 (N): -0.2972, atom 3 (C): 0.1438, atom 4 (N): -0.1183, atom 5 (H): 0.3438



*b*
Molecular formula: C2H9N2O
Method: DFT, wB97M-V/def2-TZVPD

Element x y z (Å)
C  0.741  -0.510  0.513
C  -0.283  0.443  0.850
N  -0.121  1.461  0.069
N  1.485  -0.269  -0.662
O  -1.832  -0.523  -0.426
H  1.475  -0.612  1.246
H  0.324  -1.496  0.497
H  -1.053  0.575  1.713
H  -0.583  2.297  0.291
H  0.721  1.266  -0.673
H  -1.999  -0.327  -1.384
H  1.078  -0.585  -1.487
H  2.423  -0.592  -0.641
H  -2.376  -1.128  0.095

Kohn-Sham gap: 11.22 eV
Total charge: +1
HOMO energy: -14.94 eV
2S+1: 1

Results of the Mulliken charge analysis, in e, for atoms 1 through 5: atom 1 (C): -0.1745, atom 2 (C): -0.1767, atom 3 (N): -0.2135, atom 4 (N): -0.6025, atom 5 (O): -0.5776



The structure with the most favorable energy is *a*; the runner-up is 38.7 kcal/mol above it.



*a*
Molecular formula: C2H7N3
Method: DFT, wB97M-V/def2-TZVPD

Element x y z (Å)
C  0.081  -0.514  0.455
N  -1.123  0.006  0.792
N  1.221  0.057  1.054
C  0.355  -0.062  -1.479
N  -0.335  0.801  -1.960
H  0.146  -1.588  0.295
H  -1.431  0.936  -0.048
H  -1.866  -0.648  0.562
H  1.816  -0.594  1.545
H  1.030  0.891  1.592
H  -1.152  1.262  -1.004
H  1.258  -0.549  -1.805

Kohn-Sham gap: 9.13 eV
HOMO energy: -8.17 eV
2S+1: 1

Results of the Mulliken charge analysis, in e, for atoms 1 through 5: atom 1 (C): -0.0681, atom 2 (N): -0.6596, atom 3 (N): -0.5050, atom 4 (C): -0.0226, atom 5 (N): -0.5244



*b*
Molecular formula: C2H7N3
Method: DFT, wB97M-V/def2-TZVPD

Element x y z (Å)
H  2.424  -0.108  -0.528
N  2.194  0.282  0.495
C  0.973  0.505  0.692
N  -0.134  0.316  -0.182
C  -1.400  0.215  0.207
N  0.390  -0.701  -1.025
H  0.830  1.115  1.656
H  -1.648  -0.598  0.862
H  -1.718  0.956  0.964
H  -2.167  0.222  -0.588
H  0.157  -0.616  -1.908
H  0.098  -1.589  -0.646

SMILES: [H]/N=C\N(C)N
Kohn-Sham gap: 9.84 eV
HOMO energy: -8.94 eV
2S+1: 1

Results of the Mulliken charge analysis, in e, for atoms 1 through 5: atom 1 (H): 0.3167, atom 2 (N): -0.5783, atom 3 (C): 0.0462, atom 4 (N): 0.1136, atom 5 (C): -0.9461



The structure with the most favorable energy is *b*; the runner-up is 25.1 kcal/mol above it.



*a*
Molecular formula: C2H7N3
Method: DFT, wB97M-V/def2-TZVPD

Element x y z (Å)
C  -1.350  -0.157  -1.070
N  -0.386  1.231  0.994
N  0.513  0.315  1.314
C  1.008  -0.525  0.308
N  2.118  -0.941  -0.051
H  -0.018  1.746  0.193
H  0.237  -0.199  2.151
H  2.932  -0.516  0.395
H  -0.149  -0.538  -0.531
H  -2.158  -0.222  -0.349
H  -1.365  0.796  -1.583
H  -1.382  -0.990  -1.771

Kohn-Sham gap (alpha / beta): 8.04 / 8.09 eV
HOMO energy (alpha / beta): -8.01 / -8.38 eV
2S+1: 1

Results of the Mulliken charge analysis, in e, for atoms 1 through 5: atom 1 (C): -0.9311, atom 2 (N): -0.6866, atom 3 (N): 0.1432, atom 4 (C): 0.1709, atom 5 (N): -0.5285



*b*
Molecular formula: C2H7N3
Method: DFT, wB97M-V/def2-TZVPD

Element x y z (Å)
C  1.773  0.034  0.018
C  -0.668  0.219  -0.030
H  1.530  1.679  -0.097
H  2.544  -0.730  -1.243
H  2.497  -0.441  1.468
H  0.321  -1.458  -0.287
H  -2.751  -0.110  -0.336
H  -1.898  -1.618  0.835
H  -1.445  1.955  0.152
N  0.439  -0.484  -0.281
N  -1.826  -0.564  -0.096
N  -0.517  1.518  -0.103

Kohn-Sham gap: 8.42 eV
HOMO energy: -8.48 eV
2S+1: 1

Results of the Mulliken charge analysis, in e, for atoms 1 through 5: atom 1 (C): -0.7283, atom 2 (C): 0.4761, atom 3 (H): 0.3112, atom 4 (H): 0.1728, atom 5 (H): 0.1542



*c*
Molecular formula: C2H7N3
Method: DFT, wB97M-V/def2-TZVPD

Element x y z (Å)
H  2.829  -0.618  0.243
N  2.132  0.100  -0.016
C  1.022  -0.591  -0.250
N  -0.193  0.099  -0.491
C  -1.413  -0.471  0.078
N  0.035  1.440  -0.186
H  0.977  -1.639  -0.421
H  -1.455  -1.496  -0.137
H  -2.313  -0.137  -0.387
H  -1.326  -0.411  1.159
H  0.477  1.792  0.847
H  -0.773  1.932  -0.439

SMILES: [H]/N=C/N(C)N
Kohn-Sham gap: 9.26 eV
HOMO energy: -8.34 eV
2S+1: 1

Results of the Mulliken charge analysis, in e, for atoms 1 through 5: atom 1 (H): 0.2358, atom 2 (N): -0.5752, atom 3 (C): -0.0006, atom 4 (N): 0.0793, atom 5 (C): -0.9880



The structure with the most favorable energy is *c*; the runner-up is 64.0 kcal/mol above it.